A molecular structure, C54H50AsBrCl5N3O2SSr, computed with the ωB97M-V functional and the def2-TZVPD basis.

Cartesian coordinates (Å):
Sr -0.2526 -0.8801 0.4568
C 5.2105 -0.0946 6.7194
C 3.9856 -0.1220 5.8043
C 3.9284 1.2108 5.0453
C 2.7351 -0.2635 6.6809
C 4.0195 -1.2879 4.8133
C 4.9594 -2.3232 4.9100
C 4.9589 -3.3925 4.0272
C 4.0101 -3.4202 3.0166
S 3.7874 -4.5583 1.7346
C 2.4660 -3.5590 1.1057
N 2.2108 -2.5012 1.8036
C 3.0682 -2.3914 2.8889
C 3.0716 -1.3395 3.7985
C 1.8148 -3.9015 -0.1718
C 2.3411 -4.9339 -0.9567
C 1.8514 -5.1446 -2.2339
C 0.8649 -4.2901 -2.7237
C 0.3584 -3.2826 -1.9116
C 0.7723 -3.0603 -0.5840
H 5.1382 0.7673 7.3868
H 6.1385 -0.0042 6.1496
H 5.2730 -0.9900 7.3412
H 3.8888 2.0446 5.7516
H 3.0468 1.2803 4.4080
H 4.8096 1.3331 4.4115
H 2.6426 0.5835 7.3667
H 2.7790 -1.1845 7.2673
H 1.8349 -0.3044 6.0692
H 5.7106 -2.3028 5.6874
H 5.6962 -4.1804 4.1210
H 2.3215 -0.5683 3.6789
H 3.1534 -5.5584 -0.5948
H 2.2588 -5.9371 -2.8515
H 0.4997 -4.4021 -3.7406
H -0.3837 -2.6189 -2.3550
O -4.9648 4.9970 3.5954
C -4.2211 4.0360 2.9690
C -3.4093 3.1505 3.6641
C -2.6916 2.2227 2.9332
N -2.7197 2.1339 1.6025
C -3.5214 2.9676 0.9829
Br -3.6166 2.8226 -0.9043
C -4.2981 3.9453 1.5930
H -4.7946 4.9399 4.5406
H -3.3353 3.1738 4.7454
H -2.0756 1.4947 3.4408
H -4.9339 4.6040 1.0211
C -3.5622 -4.3952 -5.1865
C -2.7717 -3.1462 -4.8992
C -1.7313 -2.7439 -5.7244
C -0.9826 -1.5996 -5.4540
C 0.1448 -1.2564 -6.4002
C -1.2865 -0.8228 -4.3271
As -0.1035 0.7111 -3.9431
N 0.3390 0.3113 -2.2185
C 1.6877 0.2560 -1.9964
C 2.7516 0.1298 -2.9349
C 4.0726 0.0208 -2.5412
C 4.4546 0.0444 -1.2015
C 3.4507 0.2049 -0.2565
C 2.1323 0.3220 -0.6529
C -1.3036 2.2904 -3.7682
C -2.5319 2.4812 -4.4202
C -3.2873 1.4058 -5.1654
C -3.1433 3.7392 -4.4006
C -2.5687 4.8334 -3.7848
C -3.2395 6.1806 -3.7860
C -1.3402 4.6459 -3.1701
C -0.7043 3.4116 -3.1468
C 0.6234 3.3437 -2.4359
C -2.3301 -1.2221 -3.4849
C -2.7118 -0.4651 -2.2447
C -3.0563 -2.3707 -3.7854
H -3.2196 -4.8755 -6.1041
H -4.6258 -4.1724 -5.2968
H -3.4636 -5.1150 -4.3712
H -1.4835 -3.3417 -6.5971
H 0.2025 -2.0037 -7.1938
H 1.1058 -1.2282 -5.8845
H 0.0103 -0.2749 -6.8578
H 2.5217 0.0910 -3.9919
H 4.8307 -0.0967 -3.3100
H 5.4914 -0.0602 -0.9086
H 3.6845 0.2419 0.8022
H 1.3890 0.5056 0.1054
H -3.8173 0.7480 -4.4752
H -2.6467 0.7735 -5.7748
H -4.0281 1.8694 -5.8194
H -4.1036 3.8534 -4.8961
H -4.2616 6.1087 -4.1602
H -2.7001 6.8909 -4.4183
H -3.2772 6.6026 -2.7796
H -0.8638 5.4817 -2.6657
H 0.8837 4.3279 -2.0445
H 1.4277 3.0164 -3.1035
H 0.5994 2.6251 -1.6194
H -2.1953 0.4864 -2.1485
H -2.4880 -1.0552 -1.3522
H -3.7887 -0.2844 -2.2068
H -3.8566 -2.6688 -3.1134
Cl 1.1145 2.5274 1.9389
C 0.5040 1.5771 3.2915
C 0.0911 0.2785 3.0525
C -0.4003 -0.3810 4.1636
Cl -0.8542 -2.0704 3.9819
C -0.5785 0.2106 5.4122
Cl -1.2688 -0.6566 6.7453
C -0.1634 1.5294 5.5919
Cl -0.3266 2.2914 7.1389
C 0.4108 2.2177 4.5265
Cl 0.9647 3.8448 4.7615
C -3.2996 -2.9513 1.0841
C -2.9197 -1.4481 0.9096
O -3.8861 -0.6847 0.9907
H -2.8908 -3.2991 2.0400
H -2.8256 -3.5587 0.3039
H -4.3883 -3.0935 1.0778

Output
HOMO	-1.0	eV
frontier orbital gap	4.6	eV
net charge	-2
relative energy (zero: lowest compared OMol25 entry of this formula, charge and spin)	285.98	kJ/mol

These are the Mulliken partial charges, in e, on atoms 1 to 4:
1. Sr 0.65
2. C -2.50
3. C 2.83
4. C -1.36

A molecular structure, C54H50AsClMoNO7P2S2 in a non-equilibrium geometry, computed with the ωB97M-V functional and the def2-TZVPD basis.

Cartesian coordinates (Å):
Mo 0.3725 0.1916 -0.7623
O 1.1149 2.2279 3.6811
S 0.1566 1.5957 2.7116
C -1.0450 2.9231 2.4518
C -1.1331 3.8698 3.4641
C -1.8817 5.0193 3.2850
C -2.5295 5.2282 2.0766
C -2.4077 4.3005 1.0548
C -1.6489 3.1373 1.2073
P -1.5046 2.0023 -0.2664
C -3.2660 1.6526 -0.6995
C -4.3096 1.8136 0.2113
C -5.5941 1.3946 -0.1025
C -5.8612 0.8090 -1.3335
C -4.8340 0.6531 -2.2498
C -3.5464 1.0710 -1.9362
C -1.1652 3.3884 -1.4756
C 0.1405 3.8760 -1.5255
C 0.4995 4.8892 -2.3978
C -0.4483 5.4368 -3.2547
C -1.7557 4.9782 -3.2014
C -2.1131 3.9715 -2.3111
C -0.5536 0.3564 3.8544
C -1.3171 0.8110 4.9148
C -1.4474 0.0500 6.0683
C -0.7546 -1.1436 6.1810
C -0.0374 -1.6293 5.0971
C 0.0316 -0.9272 3.8958
P 0.5616 -1.8169 2.3714
C 0.2472 -3.6485 2.3562
C -0.5107 -4.3047 3.3246
C -0.7644 -5.6654 3.2152
C -0.2990 -6.3797 2.1187
C 0.4639 -5.7337 1.1570
C 0.7582 -4.3834 1.2889
C 2.3917 -2.1394 2.5369
C 2.9632 -2.7677 3.6437
C 4.2863 -3.1853 3.6243
C 5.0600 -3.0036 2.4841
C 4.5005 -2.3994 1.3663
C 3.1780 -1.9778 1.3954
H -0.5597 3.7082 4.3696
H -1.9381 5.7590 4.0747
H -3.0988 6.1366 1.9123
H -2.9020 4.4853 0.1114
H -4.1195 2.2643 1.1748
H -6.3883 1.5228 0.6240
H -6.8639 0.4746 -1.5715
H -5.0311 0.1991 -3.2124
H -2.7533 0.9471 -2.6567
H 0.8938 3.4337 -0.8866
H 1.5238 5.2442 -2.4202
H -0.1646 6.2077 -3.9610
H -2.5054 5.4002 -3.8619
H -3.1420 3.6356 -2.2839
H -1.8039 1.7748 4.8404
H -2.0499 0.4181 6.8905
H -0.7912 -1.7151 7.1012
H 0.4667 -2.5828 5.1880
H -0.9569 -3.7441 4.1333
H -1.3468 -6.1633 3.9827
H -0.5440 -7.4304 2.0131
H 0.8293 -6.2767 0.2920
H 1.3791 -3.8995 0.5436
H 2.3741 -2.9407 4.5381
H 4.7132 -3.6648 4.4977
H 6.0897 -3.3401 2.4671
H 5.0913 -2.2526 0.4683
H 2.7509 -1.5000 0.5238
O -4.1162 -1.0794 2.7673
As -2.7844 -1.0276 1.5669
O -1.5755 -1.9942 2.2133
O -2.3203 0.5559 1.6824
C -3.6663 -2.2495 0.3196
C -4.9881 -2.6329 0.4769
C -5.4469 -3.7615 -0.1927
C -4.5937 -4.5060 -0.9963
C -3.2705 -4.1154 -1.1660
C -2.8161 -2.9859 -0.5153
S -1.0888 -2.4489 -0.6598
O 0.5939 -0.9264 1.1311
O -0.6608 -2.9173 -1.9982
O -1.4807 -0.9237 -0.7268
H -3.8370 -0.4863 3.4798
H -5.6393 -2.0667 1.1296
H -6.4789 -4.0707 -0.0733
H -4.9596 -5.3958 -1.4951
H -2.5878 -4.6581 -1.8108
Cl -0.2638 0.8065 -2.9687
C 3.6822 0.7036 2.2179
C 4.0572 1.7093 1.1292
C 3.0089 2.8095 0.9535
C 4.4181 0.9537 -0.1424
C 5.7912 0.7866 -0.3046
C 6.3372 0.0785 -1.3533
C 5.4732 -0.4710 -2.2771
C 4.0921 -0.3514 -2.1796
C 3.3474 -0.9680 -3.3584
C 2.8195 0.1532 -4.2606
C 2.2811 -2.0037 -3.0020
C 3.5115 0.3655 -1.0787
N 2.1145 0.4511 -0.9380
H 3.5378 1.2015 3.1746
H 4.4623 -0.0548 2.3178
H 2.7516 0.2039 1.9530
H 4.9762 2.2044 1.4522
H 2.0601 2.3741 0.6660
H 3.3212 3.5147 0.1762
H 2.8654 3.3439 1.8949
H 6.4493 1.2379 0.4305
H 7.4102 -0.0379 -1.4527
H 5.8828 -1.0167 -3.1215
H 4.1051 -1.5042 -3.9330
H 2.0770 0.7480 -3.7413
H 2.3612 -0.2584 -5.1646
H 3.6400 0.8166 -4.5542
H 1.4537 -1.5813 -2.4608
H 2.7070 -2.8035 -2.3872
H 1.8656 -2.4487 -3.9088

Output
HOMO (alpha / beta)	-4.9 / -5.6	eV
frontier orbital gap (alpha / beta)	7.3 / 8.0	eV
net charge	-1
multiplicity	3

These are the Mulliken partial charges, in e, on atoms 1 to 4:
1. Mo -0.79
2. O -0.80
3. S 1.40
4. C -0.13

| no. | DFT total energy (Eh) |
| --- | --- |
| 1 | -9942.1982 |
| 2 | -6912.5599 |